Entry from OMol25: a molecular structure, C38H34MgN4S6 (wB97M-V/def2-TZVPD).

Geometry as XYZ:
```
83
Properties=species:S:1:pos:R:3:lowdin_charge:R:1
Mg 0.3365 -0.5494 -0.0207 0.4643
C 2.5514 0.1683 -2.4270 -0.0100
C 2.6131 1.2190 -1.3623 -0.2890
C 3.5843 2.2184 -1.3857 0.0036
C 3.6489 3.1254 -0.3496 -0.0303
C 2.7266 3.0402 0.6834 -0.0085
C 1.7724 2.0433 0.6296 -0.2113
N 1.7295 1.1434 -0.3644 0.0801
C 0.7066 1.9031 1.6622 -0.1841
C 0.4647 2.8490 2.6476 -0.0019
C -0.5993 2.6475 3.5097 -0.0201
C -1.3770 1.5089 3.3918 0.0132
C -1.0534 0.5890 2.4052 -0.1667
N -0.0408 0.8041 1.5663 0.1180
C -1.7306 -0.7329 2.2717 -0.1911
C -2.9637 -0.9928 2.8361 -0.0058
C -3.4524 -2.2911 2.7663 -0.0382
C -2.6743 -3.2691 2.1871 -0.0063
C -1.4424 -2.9283 1.6253 -0.2829
C -0.5429 -3.9894 1.0622 -0.0222
N -1.0127 -1.6654 1.6261 0.1264
H 3.1676 -0.6815 -2.1210 0.0668
H 1.5341 -0.2001 -2.5629 0.0681
H 2.9235 0.5518 -3.3768 0.0924
H 4.2812 2.2621 -2.2120 0.1196
H 4.4086 3.8962 -0.3397 0.1141
H 2.7625 3.7342 1.5104 0.1040
H 1.0803 3.7313 2.7373 0.0977
H -0.8150 3.3749 4.2817 0.1179
H -2.1919 1.3236 4.0755 0.1120
H -3.5363 -0.2091 3.3121 0.1098
H -4.4221 -2.5331 3.1817 0.1133
H -3.0042 -4.2998 2.1556 0.1212
H -0.2192 -4.6499 1.8700 0.1032
H -1.0622 -4.6023 0.3245 0.0909
H 0.3475 -3.5479 0.6206 0.0218
C -0.5060 7.8064 -0.3572 -0.0432
C 0.5277 6.6780 -0.2387 -0.5544
C 0.5415 6.1861 1.2073 -0.0650
C 1.9241 7.2289 -0.5661 -0.0428
C 0.1735 5.5569 -1.2174 -0.1665
C 0.1832 5.8358 -2.5979 -0.0385
C -0.1510 4.8858 -3.5385 -0.0742
C -0.4971 3.6111 -3.0977 -0.4776
S -0.9781 2.2240 -4.0046 1.1045
C -1.1590 1.3277 -2.5044 -0.5197
N -0.8741 1.9920 -1.4316 0.1173
C -0.5043 3.2981 -1.7371 -0.2862
C -0.1746 4.2841 -0.8002 0.0404
C -1.5473 -0.0991 -2.5651 -0.2816
C -2.4326 -0.4885 -3.5763 -0.0811
C -2.7951 -1.8157 -3.7173 -0.0939
C -2.2517 -2.7521 -2.8487 -0.0882
C -1.3718 -2.3422 -1.8546 -0.1624
C -0.9787 -1.0079 -1.6533 -0.1191
H -0.2537 8.6246 0.3231 0.0860
H -1.5045 7.4443 -0.1036 0.0917
H -0.5430 8.2103 -1.3699 0.0789
H 0.8091 7.0094 1.8728 0.0909
H 1.2809 5.3924 1.3393 0.0512
H -0.4353 5.8066 1.5178 0.0897
H 2.2164 7.9789 0.1738 0.0861
H 1.9533 7.7026 -1.5484 0.0781
H 2.6682 6.4286 -0.5580 0.0816
H 0.4510 6.8285 -2.9390 0.1077
H -0.1471 5.1294 -4.5936 0.1091
H -0.2184 4.0283 0.2504 0.0935
H -2.8608 0.2510 -4.2442 0.0864
H -3.4882 -2.1131 -4.4941 0.0990
H -2.5064 -3.8016 -2.9502 0.1000
H -0.9578 -3.1175 -1.2223 0.0335
C 3.1801 -3.3514 -3.0864 -0.3815
S 1.8822 -3.6249 -1.8512 0.8209
C 2.8431 -4.0198 -0.4451 -1.0198
C 3.0273 -3.2136 0.6253 -1.1447
S 2.4522 -1.6210 0.9841 0.5386
S 4.0205 -3.9186 1.8883 0.8877
C 4.3804 -5.4366 1.1408 -1.5259
S 5.3186 -6.5949 1.8299 0.5088
S 3.6002 -5.6003 -0.3861 0.8937
H 3.6552 -4.2851 -3.3803 0.0311
H 3.9290 -2.6642 -2.6963 0.0328
H 2.6965 -2.9059 -3.9557 0.0369
```

As for the energy above the lowest of the compared OMol25 structures with the same formula, charge and spin: 0.475 eV. Its net charge is 0. The calculation puts the total energy at -116379.3715 eV. As for the highest occupied orbital energy: -6.91 eV. For the lowest unoccupied orbital energy, the calculation gives -0.02539 Eh. As for the HOMO-LUMO gap: 0.228 Ha.



Entry from OMol25: a single C5H8 molecule (wB97M-V/def2-TZVPD).

Geometry as XYZ:
```
13
Properties=species:S:1:pos:R:3:lowdin_charge:R:1
C -0.4944 1.0984 -0.7373 -0.0752
C 0.8063 0.9634 -0.4680 -0.1355
C 1.1359 -0.3889 0.1277 -0.2019
C -0.1799 -0.7015 0.8504 -0.2295
C -1.2098 -0.1780 -0.1505 -0.1943
H -0.8205 1.9841 -1.3124 0.0969
H 1.5803 1.7140 -0.6036 0.0967
H 1.2885 -1.1013 -0.6997 0.1138
H 2.0494 -0.3756 0.7277 0.1004
H -0.5131 -1.7364 1.0026 0.1057
H -0.1897 -0.1633 1.8116 0.1142
H -1.2838 -0.9796 -0.9090 0.1055
H -2.1846 -0.1436 0.3626 0.1031
```

Its SMILES is C1=CCCC1. As for the energy above the lowest of the compared OMol25 structures with the same formula, charge and spin: 0.523 eV. Its net charge is 0. The calculation puts the total energy at -5313.6443 eV. As for the highest occupied orbital energy: -9.14 eV. For the lowest unoccupied orbital energy, the calculation gives 0.04551 Eh. As for the HOMO-LUMO gap: 0.381 Ha.



Entry from OMol25: 6 unconnected molecules or ions with the total composition C36H80Br2N3O8S7 (wB97M-V/def2-TZVPD).

Geometry as XYZ:
```
136
Properties=species:S:1:pos:R:3:lowdin_charge:R:1
C 9.3781 2.0230 0.9245 -0.1299
C 9.4548 3.0935 -0.2891 -0.2171
C 9.2340 2.4038 -1.7452 -0.1689
C 7.8920 2.8809 -2.4767 -0.1991
N 6.6729 2.0731 -2.1123 -0.2105
C 5.5194 2.7576 -2.7616 -0.2296
C 4.0789 2.1644 -2.2914 -0.1574
C 3.0791 3.3723 -1.9460 -0.2079
C 1.5450 3.0899 -2.4545 -0.1246
C 0.6750 2.9043 -1.1333 -0.1950
C -0.6073 1.9595 -1.2130 -0.2442
C -0.5586 0.8413 -2.3893 -0.0874
C -1.9755 0.0755 -2.4467 -0.1638
O -1.8126 -1.3767 -2.4132 -0.0654
C -3.0696 -1.9499 -2.0849 -0.3916
C -3.2630 -3.0081 -0.8829 0.0072
O -4.1123 -1.6190 -2.7135 0.0451
N -0.9342 1.3893 0.1189 -0.1188
C -0.0772 0.2469 0.5199 -0.1418
C -0.5516 -0.4707 1.9150 -0.3522
C 0.3844 -0.0582 3.1745 -0.0580
O -1.9671 -0.3287 2.1698 -0.0830
C -0.7403 2.4107 1.2254 -0.1156
C -0.7787 3.9445 0.6561 -0.0877
N 0.2930 4.1810 -0.4084 -0.0856
C 0.0124 5.3728 -1.2700 -0.5858
Br 1.6502 6.5006 -1.6243 0.7748
C -1.0469 6.4377 -0.6852 -0.7244
C -1.2166 7.5789 -1.8412 -0.2014
Br -0.3978 7.4222 0.9261 0.6808
C 6.8097 0.6688 -2.5433 -0.9763
S 6.6277 0.1078 -4.1104 0.6831
S 7.2609 -0.6213 -1.2557 0.7785
C 5.6911 -1.4201 -0.6291 -0.4552
C 5.5878 -1.1108 0.9631 -0.2875
C 5.7498 0.4789 1.2440 -0.1426
H 9.3936 0.9563 0.5193 0.0512
H 8.4605 2.2063 1.5953 0.0620
H 10.2939 2.1286 1.6162 0.0728
H 8.7261 3.9609 -0.1103 0.0835
H 10.5252 3.5076 -0.2867 0.1034
H 9.3382 1.2675 -1.6549 0.0798
H 10.1252 2.7438 -2.3962 0.1162
H 8.0797 2.8091 -3.6048 0.1198
H 7.7274 3.9771 -2.2181 0.0918
H 5.6281 2.7353 -3.9129 0.1110
H 5.5798 3.8713 -2.4790 0.1043
H 3.7260 1.5110 -3.1669 0.1088
H 4.2316 1.4365 -1.4111 0.0920
H 3.1329 3.5925 -0.8280 0.1068
H 3.4769 4.2986 -2.5075 0.0829
H 1.1822 3.8630 -3.2028 0.1073
H 1.6849 2.1238 -3.0685 0.1155
H 1.4086 2.3739 -0.4111 0.1581
H -1.5379 2.5770 -1.5290 0.1616
H 0.2880 0.0904 -2.2069 0.1267
H -0.4317 1.3798 -3.3925 0.1212
H -2.5160 0.3902 -3.3983 0.1349
H -2.6327 0.3683 -1.5609 0.1366
H -4.3001 -2.8652 -0.4045 0.0972
H -3.2654 -4.0567 -1.3456 0.0963
H -2.4622 -2.9066 -0.0803 0.0827
H -0.0152 -0.6144 -0.2206 0.1216
H 1.0220 0.5644 0.7192 0.1178
H -0.3723 -1.6056 1.7940 0.1505
H 0.1956 -0.8194 3.9965 0.0546
H 1.4686 -0.1999 2.8015 0.0879
H 0.1843 1.0257 3.4951 0.0776
H -2.0564 0.3501 2.8695 0.0791
H -1.6296 2.2993 1.9301 0.1405
H 0.2711 2.3120 1.7467 0.1203
H -1.8381 3.9997 0.2048 0.1462
H -0.6443 4.6070 1.5679 0.1167
H 1.1397 4.4290 0.1535 0.1667
H -0.3966 5.0577 -2.3001 0.1363
H -2.1066 6.0117 -0.5594 0.1122
H -1.2350 7.1372 -2.8925 0.0906
H -2.2769 8.0029 -1.6649 0.0975
H -0.5079 8.4547 -1.7047 0.0553
H 4.7932 -0.9986 -1.2072 0.0792
H 5.8130 -2.5461 -0.7998 0.0799
H 4.6027 -1.5066 1.3755 0.0969
H 6.4699 -1.6377 1.4810 0.1100
H 6.8510 0.7559 1.2451 0.0332
H 5.2309 1.1128 0.4462 0.0487
H 5.2596 0.6875 2.2528 0.0721
C -3.1579 -3.8822 5.3586 -0.2619
S -2.7545 -2.1802 4.9168 0.8243
O -1.2622 -2.0626 4.9014 -0.5672
C -3.3389 -1.4391 6.4558 -0.2646
H -2.8394 -4.5338 4.5445 0.0509
H -2.6348 -4.1642 6.2743 0.0592
H -4.2362 -3.9777 5.4960 0.0492
H -2.8049 -1.8707 7.3044 0.0579
H -4.4114 -1.6122 6.5591 0.0568
H -3.1486 -0.3654 6.4163 0.0454
C -7.4749 -5.9360 2.1434 -0.2694
S -5.7668 -5.5808 2.5992 0.8112
O -5.7139 -4.1621 3.0787 -0.5823
C -5.1127 -5.6083 0.9171 -0.2691
H -8.0820 -5.9301 3.0495 0.0574
H -7.8445 -5.1736 1.4554 0.0480
H -7.5310 -6.9206 1.6786 0.0222
H -5.6273 -4.8656 0.3041 0.0486
H -5.2447 -6.6041 0.4906 0.0425
H -4.0481 -5.3706 0.9569 0.0400
C -8.0285 -10.6074 1.0338 -0.2601
S -6.3171 -10.2560 1.4873 0.8318
O -6.2630 -8.8400 1.9663 -0.5743
C -5.6637 -10.2831 -0.1953 -0.2699
H -8.6333 -10.6004 1.9412 0.0532
H -8.3976 -9.8434 0.3468 0.0579
H -8.0879 -11.5927 0.5681 0.0543
H -6.1777 -9.5393 -0.8071 0.0572
H -5.7974 -11.2784 -0.6224 0.0535
H -4.5992 -10.0472 -0.1559 0.0497
C -11.7659 -4.6293 0.4124 -0.2699
S -11.1949 -5.9410 -0.6887 0.8117
O -9.9970 -6.5698 -0.0525 -0.5681
C -10.6015 -4.8476 -1.9968 -0.2724
H -12.1480 -5.0880 1.3250 0.0512
H -10.9376 -3.9634 0.6612 0.0564
H -12.5670 -4.0685 -0.0722 0.0533
H -9.8445 -4.1682 -1.6004 0.0563
H -11.4391 -4.2798 -2.4056 0.0531
H -10.1614 -5.4599 -2.7851 0.0500
C 6.3766 8.1344 -0.5563 -0.2663
S 6.9456 6.8162 -1.6507 0.7892
O 8.0979 6.1423 -0.9796 -0.5476
C 7.6204 7.9023 -2.9243 -0.2591
H 5.9471 7.6791 0.3370 0.0500
H 7.2158 8.7706 -0.2704 0.0624
H 5.6118 8.7257 -1.0633 0.0506
H 8.3837 8.5526 -2.4935 0.0624
H 6.8167 8.5010 -3.3567 0.0538
H 8.0689 7.2838 -3.7032 0.0538
```

As for the energy above the lowest of the compared OMol25 structures with the same formula, charge and spin: 6.016 eV. Its net charge is +1. The calculation puts the total energy at -275393.9628 eV. As for the highest occupied orbital energy: -9.71 eV. For the lowest unoccupied orbital energy, the calculation gives -0.11094 Eh. As for the HOMO-LUMO gap: 0.246 Ha.



Entry from OMol25: 2 unconnected molecules or ions with the total composition H4S3 (wB97M-V/def2-TZVPD).

Geometry as XYZ:
```
7
Properties=species:S:1:pos:R:3:lowdin_spin:R:1
S -1.2939 -2.0355 -1.1135 0.2802
H -2.3298 -1.2843 -0.6963 0.0090
H -1.4002 -2.9633 -0.1394 0.0087
S 0.4027 1.8353 -0.0370 0.1281
S 1.1120 0.3883 1.1570 0.5298
H 0.0619 1.2581 -1.1314 0.0275
H 0.1346 -0.0196 1.8633 0.0167
```

As for the energy above the lowest of the compared OMol25 structures with the same formula, charge and spin: 1.109 eV. Its net charge is +1. As for the expectation value of S²: 0.76. The calculation puts the total energy at -32560.4093 eV. As for the highest occupied orbital energy (spin up / spin down): -15.30 / -13.98 eV. For the lowest unoccupied orbital energy (spin up / spin down), the calculation gives -0.16695 / -0.36009 Eh. Its multiplicity is 2. As for the HOMO-LUMO gap (spin up / spin down): 0.395 / 0.154 Ha.



Entry from OMol25: a single CHCl3 molecule (wB97M-V/def2-TZVPD).

Geometry as XYZ:
```
5
Properties=species:S:1:pos:R:3:lowdin_charge:R:1
Cl -0.6390 0.3836 1.6007 0.4659
C 0.0063 0.0450 -0.0704 -1.4476
Cl -0.9671 -1.1896 -0.9748 0.4904
Cl 1.7901 -0.2395 0.0011 0.4919
H -0.1903 1.0005 -0.5566 -0.0007
```

Its SMILES is ClC(Cl)Cl. As for the energy above the lowest of the compared OMol25 structures with the same formula, charge and spin: 0.189 eV. Its net charge is 0. The calculation puts the total energy at -38620.1663 eV. As for the highest occupied orbital energy: -11.33 eV. For the lowest unoccupied orbital energy, the calculation gives 0.01091 Eh. As for the HOMO-LUMO gap: 0.427 Ha.



Entry from OMol25: a molecular structure, C33H33FI2MnN12O (wB97M-V/def2-TZVPD).

Geometry as XYZ:
```
83
Properties=species:S:1:pos:R:3:lowdin_spin:R:1
Mn -0.3631 0.5244 -0.6527 4.6844
I -6.2851 -3.4988 -3.5641 0.0007
C -4.5114 -2.7850 -2.7007 0.0046
C -3.2891 -3.1683 -3.2323 0.0000
C -2.1284 -2.6939 -2.6522 0.0046
I -0.2631 -3.2539 -3.3908 0.0006
C -2.1360 -1.8209 -1.5385 0.0084
O -1.0559 -1.3892 -0.9951 0.0518
C -3.4100 -1.4648 -1.0210 0.0035
C -3.4541 -0.5532 0.1733 0.0017
N -2.8812 0.7702 -0.1419 0.0279
C -3.5097 1.8858 0.5710 0.0023
C -2.9844 2.0789 1.9691 0.0004
C -2.1644 3.1631 2.2713 0.0001
C -1.6819 3.2994 3.5582 0.0000
C -2.0372 2.3499 4.5051 0.0000
C -2.8634 1.3094 4.1137 0.0000
N -3.3423 1.1719 2.8799 0.0000
C -4.5730 -1.9367 -1.6037 -0.0001
H -3.2385 -3.8250 -4.0897 -0.0001
H -2.8863 -0.9846 1.0013 0.0002
H -4.4928 -0.4532 0.5145 0.0006
H -3.0150 0.9307 -1.1361 0.0008
H -4.5980 1.7291 0.6362 0.0009
H -3.3303 2.7908 -0.0088 0.0000
H -1.8911 3.8741 1.5034 0.0000
H -1.0154 4.1183 3.7984 0.0000
H -1.6764 2.4002 5.5250 0.0000
H -3.1578 0.5469 4.8287 0.0000
H -5.5321 -1.6419 -1.1937 -0.0001
C 2.4503 -3.7114 1.9762 0.0003
C 1.4411 -3.2882 0.8988 0.0004
C 0.2592 -2.5933 1.5719 0.0000
C 2.1767 -2.6355 -0.2804 0.0035
C 2.8538 -3.5668 -1.0683 -0.0002
C 3.6055 -3.2051 -2.1661 0.0031
C 3.7039 -1.8601 -2.4788 -0.0004
C 3.0583 -0.8856 -1.7279 0.0031
C 3.3031 0.5557 -2.1628 0.0004
C 2.1022 1.2220 -2.8306 0.0084
C 3.8781 1.4542 -1.0683 0.0001
C 2.2498 -1.2664 -0.6264 0.0046
N 1.5115 -0.2938 0.0837 0.0347
C 1.9521 0.0078 1.3294 0.0057
C 3.2478 -0.2285 1.8373 0.0039
C 3.6090 0.1319 3.1283 0.0000
C 2.7091 0.7423 3.9892 0.0042
C 1.4106 0.9808 3.5312 0.0002
C 1.0754 0.6167 2.2587 0.0043
F -0.2193 0.7870 1.8450 0.0253
H 1.9497 -4.3001 2.7506 0.0000
H 2.8834 -2.8288 2.4517 0.0000
H 3.2632 -4.3092 1.5581 0.0000
H 1.0327 -4.2072 0.4621 0.0001
H 0.5812 -1.8137 2.2608 0.0000
H -0.2728 -3.3425 2.1690 0.0000
H -0.4296 -2.1704 0.8472 0.0002
H 2.7557 -4.6181 -0.8140 -0.0001
H 4.1032 -3.9554 -2.7695 0.0003
H 4.3017 -1.5490 -3.3297 -0.0001
H 4.0735 0.4672 -2.9381 0.0001
H 1.4351 1.6499 -2.0832 0.0042
H 1.5397 0.5344 -3.4619 0.0004
H 2.4391 2.0624 -3.4448 0.0006
H 3.1445 1.6379 -0.2860 -0.0001
H 4.1577 2.4230 -1.4923 0.0000
H 4.7657 1.0108 -0.6107 0.0000
H 3.9691 -0.7075 1.1861 0.0002
H 4.6216 -0.0684 3.4632 -0.0001
H 2.9980 1.0293 4.9920 0.0004
H 0.6547 1.4370 4.1562 -0.0001
N -1.7837 3.4924 -1.9620 0.0017
C -0.8498 3.6777 -0.9450 0.0060
N -0.5471 4.8729 -0.4623 0.0014
N 0.3667 4.6105 0.4993 0.0050
N 0.5750 3.3432 0.5896 0.0040
N -0.1996 2.7005 -0.3183 0.0314
C -1.6643 2.4483 -2.8826 0.0055
N -2.0793 2.5536 -4.1316 0.0016
N -1.8447 1.3272 -4.6515 0.0044
N -1.3189 0.5559 -3.7646 0.0036
N -1.1951 1.2371 -2.6005 0.0340
H -2.0372 4.3618 -2.4056 0.0001
```

As for the energy above the lowest of the compared OMol25 structures with the same formula, charge and spin: 0.000 eV. Its net charge is -2. As for the expectation value of S²: 8.75. The calculation puts the total energy at -104928.6240 eV. As for the highest occupied orbital energy (spin up / spin down): -2.09 / -2.21 eV. For the lowest unoccupied orbital energy (spin up / spin down), the calculation gives 0.13100 / 0.13100 Eh. Its multiplicity is 6. As for the HOMO-LUMO gap (spin up / spin down): 0.208 / 0.212 Ha.



Question: What is the net charge in the sixth record?
Answer: -2



Question: Among the records above, which one has the lowest energy above the lowest of the compared OMol25 structures with the same formula, charge and spin?
Answer: C33H33FI2MnN12O